The following is a quantum chemistry calculation of a 2-piece molecular cluster, C4H12NO2P overall in a non-equilibrium geometry, from the Open Molecules 2025 dataset.

As for the electronic energy: -19214.598 eV. For the energy relative to the best compared isomer or geometry (same formula, charge and spin), the calculation gives 72.9 kcal per mole. For the frontier orbital gap, the calculation gives 8.3 eV. The multiplicity is 1. As for the HOMO energy: -7.74 eV.

Structure (XYZ):
```
20
Properties=species:S:1:pos:R:3:forces:R:3
C 0.868 -1.125 1.356 0.5 -3.1 -2.1
C -1.480 -0.051 0.992 1.6 1.7 0.1
C 0.003 -0.202 0.553 -0.7 2.1 -2.0
C 1.303 2.738 -0.317 -1.0 0.1 2.6
N 1.652 2.232 -1.417 1.3 -0.7 -2.8
O 1.464 -1.089 -1.698 0.6 0.4 0.0
O -0.643 0.062 -2.367 -1.4 0.3 0.8
P 0.087 -0.822 -1.254 0.7 -1.2 1.8
H 1.887 -1.182 0.811 -1.2 0.6 1.7
H 0.766 -0.848 2.401 0.7 -0.2 0.1
H 0.539 -2.258 1.189 0.2 2.1 0.7
H -1.615 0.269 2.022 0.4 0.2 0.2
H -2.040 0.667 0.399 0.2 0.3 -0.2
H -1.990 -0.935 0.929 -1.3 -2.6 -0.3
H 0.495 0.844 0.550 -0.7 -1.3 -0.1
H 1.227 3.789 -0.125 0.4 1.1 -1.0
H -1.571 0.239 -2.103 0.5 0.1 -0.4
H 1.662 1.210 -1.337 0.4 0.2 -1.1
H 2.024 2.618 -2.374 -0.9 -0.4 2.2
H -0.597 -2.073 -1.160 -0.4 0.5 -0.1
```
Forces are in eV/Å.



The following is a quantum chemistry calculation of one molecule with the formula C4H12NO2P in a non-equilibrium geometry, from the Open Molecules 2025 dataset.

As for the electronic energy: -19211.214 eV. For the energy relative to the best compared isomer or geometry (same formula, charge and spin), the calculation gives 48.2 kcal per mole. For the frontier orbital gap (spin up / spin down), the calculation gives 5.3 / 7.2 eV. The multiplicity is 3. As for the HOMO energy (spin up / spin down): -4.36 / -9.21 eV.

Structure (XYZ):
```
20
Properties=species:S:1:pos:R:3:forces:R:3
C -1.470 1.756 0.362 1.1 -0.8 -0.2
C -2.272 -0.509 0.449 -2.1 -1.8 -1.0
C 2.913 0.007 0.136 -0.5 1.4 -3.0
C 0.931 -2.205 -0.782 -0.8 0.0 0.1
N -1.130 0.281 0.307 1.9 1.7 0.5
O 1.685 0.660 0.043 -2.1 0.3 0.2
O 0.650 -1.748 0.629 0.2 -0.1 -2.1
P 0.328 -0.192 1.056 -0.4 0.5 -0.4
H -1.540 2.082 1.399 -0.1 0.1 0.0
H -0.687 2.333 -0.147 -0.2 -0.3 0.2
H -2.418 1.925 -0.131 -0.2 -0.1 -0.1
H -3.008 -0.148 -0.290 0.1 -0.4 -0.1
H -2.147 -1.611 0.332 0.4 0.9 -0.2
H -2.772 -0.400 1.379 -0.4 0.3 1.3
H 3.104 -0.153 1.117 1.3 -0.9 3.0
H 3.635 0.671 -0.346 0.3 -0.2 0.3
H 2.769 -0.857 -0.454 0.9 -1.4 -0.3
H 0.186 -2.899 -1.194 -0.3 0.0 1.0
H 1.864 -2.722 -0.873 0.7 -0.2 0.5
H 0.918 -1.435 -1.535 0.1 1.0 0.2
```
Forces are in eV/Å.



The following is a quantum chemistry calculation of a 2-piece molecular cluster, C4H12NO2S overall in a non-equilibrium geometry, from the Open Molecules 2025 dataset.

As for the electronic energy: -20763.392 eV. For the energy relative to the best compared isomer or geometry (same formula, charge and spin), the calculation gives 15.5 kcal per mole. For the frontier orbital gap, the calculation gives 6.8 eV. The multiplicity is 1. As for the HOMO energy: -3.69 eV. Its charge is -1.

Structure (XYZ):
```
20
Properties=species:S:1:pos:R:3:forces:R:3
C -1.181 -0.659 -0.839 0.2 -0.1 -0.2
O -0.695 -1.852 -0.398 0.0 0.4 -0.4
C -0.122 0.521 -0.721 -1.6 -1.9 0.8
C 0.264 0.561 0.746 0.5 -0.1 0.1
C 1.419 1.472 1.195 -1.0 0.0 0.0
S 1.210 3.179 0.586 0.1 0.1 0.2
N 1.006 0.189 -1.566 0.6 2.1 -0.4
H -1.413 -0.684 -1.934 -0.1 0.1 0.0
H -2.135 -0.368 -0.336 0.2 0.2 0.0
H -0.710 1.392 -1.007 0.6 0.5 -0.4
H -0.590 0.825 1.370 -0.3 0.2 -0.3
H 0.439 -0.493 1.000 0.4 0.1 0.1
H 2.426 1.146 0.997 0.2 -0.3 -0.4
H 1.301 1.538 2.273 0.3 0.3 0.2
H 1.214 2.867 -0.715 0.0 -0.1 0.0
H 1.294 -0.754 -1.448 -0.2 -1.0 0.3
H 0.767 0.337 -2.537 0.0 -0.2 0.0
H -1.569 -2.674 0.410 0.1 -0.6 0.5
H -1.070 -3.201 1.728 0.0 -0.1 0.2
O -1.857 -3.341 1.197 -0.1 0.5 -0.5
```
Forces are in eV/Å.



The following is a quantum chemistry calculation of a 2-piece molecular cluster, C4H12NO2S overall in a non-equilibrium geometry, from the Open Molecules 2025 dataset.

As for the electronic energy: -20760.680 eV. For the energy relative to the best compared isomer or geometry (same formula, charge and spin), the calculation gives 12.0 kcal per mole. For the frontier orbital gap (spin up / spin down), the calculation gives 9.8 / 6.6 eV. The multiplicity is 2. As for the HOMO energy (spin up / spin down): -9.10 / -9.10 eV.

Structure (XYZ):
```
20
Properties=species:S:1:pos:R:3:forces:R:3
C -2.025 0.550 -0.560 0.0 -2.5 1.5
N -0.748 -0.183 -0.732 -0.4 0.0 0.4
C 0.450 0.172 0.074 -2.0 1.0 -0.2
C 1.519 -0.874 -0.219 -0.6 -0.2 0.6
S 2.552 -1.172 1.184 0.5 -0.1 0.6
C 0.905 1.618 -0.141 0.7 0.2 -0.3
O 1.614 2.079 0.970 1.4 -0.9 1.8
H -2.868 -0.196 -0.678 0.9 0.8 -0.1
H -2.092 0.811 0.510 0.0 0.4 -0.5
H -2.175 1.355 -1.235 0.0 1.0 -0.4
H -0.642 -0.433 -1.707 0.7 0.1 0.2
H 0.169 0.136 1.186 0.0 -0.2 -1.4
H 2.232 -0.519 -0.949 0.0 -0.1 -0.8
H 0.981 -1.787 -0.505 0.6 0.1 -0.3
H 2.188 1.324 1.320 -1.0 1.5 -0.7
H 1.602 1.698 -0.973 -0.1 -0.4 -0.7
H 0.127 2.372 -0.349 -0.2 -0.7 0.3
H -1.007 -1.894 0.348 -1.3 0.1 -0.3
H -1.091 -2.665 1.590 -1.0 -0.2 -0.1
O -1.692 -2.390 0.865 2.0 0.1 0.5
```
Forces are in eV/Å.



The following is a quantum chemistry calculation of one molecule with the formula C4H12NO6PS in a non-equilibrium geometry, from the Open Molecules 2025 dataset.

As for the electronic energy: -38240.557 eV. For the energy relative to the best compared isomer or geometry (same formula, charge and spin), the calculation gives 14.2 kcal per mole. For the frontier orbital gap, the calculation gives 10.5 eV. The multiplicity is 1. As for the HOMO energy: -9.91 eV.

Structure (XYZ):
```
25
Properties=species:S:1:pos:R:3:forces:R:3
C -0.061 3.365 0.220 3.3 1.2 0.0
S -0.892 1.860 -0.104 -2.3 0.5 -1.2
O -1.288 1.288 1.160 0.9 -0.2 0.5
O -2.075 2.230 -0.880 1.8 -0.8 -0.2
N 0.130 0.709 -0.889 1.3 0.9 0.5
O 1.558 0.896 -1.062 -0.7 0.1 0.2
C -0.460 -0.241 -1.791 -3.0 -1.0 0.2
C -0.024 -1.634 -1.416 1.0 -2.3 0.7
C -0.481 -1.965 0.027 0.9 0.6 0.8
P 0.606 -1.601 1.487 -2.5 1.2 -3.0
O 1.890 -1.140 1.073 4.1 2.4 -2.1
O 0.902 -2.950 2.151 -0.8 -1.7 2.3
O -0.042 -0.572 2.475 -0.3 -1.9 1.2
H 0.976 3.160 0.705 -1.8 0.3 -0.7
H -0.665 3.981 0.897 -0.2 -0.8 0.1
H 0.117 4.043 -0.669 -0.3 -1.4 0.6
H 2.104 0.213 -0.543 -1.9 0.7 0.0
H -0.433 -0.088 -2.894 0.4 0.6 0.8
H -1.613 -0.306 -1.491 2.2 0.7 -0.9
H 1.069 -1.892 -1.439 -0.8 0.8 -0.4
H -0.506 -2.381 -2.103 0.3 0.8 0.5
H -0.708 -2.962 0.239 0.2 -2.3 -0.4
H -1.456 -1.603 0.145 -1.5 1.3 0.5
H 1.573 -2.602 2.767 0.4 -1.1 0.4
H -0.223 0.193 1.934 -0.9 1.5 -0.3
```
Forces are in eV/Å.



The following is a quantum chemistry calculation of C4H12NO9Pt as an isolated structure in a non-equilibrium geometry, from the Open Molecules 2025 dataset.

As for the electronic energy: -27487.458 eV. For the energy relative to the best compared isomer or geometry (same formula, charge and spin), the calculation gives 105.2 kcal per mole. For the frontier orbital gap (spin up / spin down), the calculation gives 4.0 / 3.8 eV. The multiplicity is 3. As for the HOMO energy (spin up / spin down): 2.12 / 2.32 eV. Its charge is -3.

Structure (XYZ):
```
27
Properties=species:S:1:pos:R:3:forces:R:3
Pt -0.839 0.189 -0.471 -1.0 1.2 -1.5
O -2.967 2.313 -1.141 0.7 -1.5 -1.4
C -3.287 2.384 -2.547 -0.3 0.4 1.1
C -3.128 1.164 -3.573 2.5 -1.9 3.3
O -1.821 0.608 -3.582 -1.1 0.9 -0.5
H -2.862 3.318 -2.917 0.8 0.1 -0.6
H -4.344 2.640 -2.474 -1.0 -0.2 -0.6
H -3.650 1.127 -4.529 0.1 1.5 -0.9
H -3.721 0.387 -3.089 -0.9 -0.4 0.8
O 0.808 0.326 2.808 2.9 -2.8 1.8
C 1.771 -0.663 3.406 -1.7 1.3 -1.6
C 3.143 -0.167 4.148 -0.1 4.0 0.4
O 3.158 1.124 4.664 -0.5 -2.1 0.0
H 2.120 -1.387 2.669 0.2 0.3 -1.0
H 1.233 -1.373 4.033 -0.6 0.7 1.0
H 3.931 -0.167 3.394 0.0 -0.6 -0.8
H 3.415 -0.905 4.902 -0.3 -0.9 0.4
N 3.187 1.297 -1.666 1.9 0.2 -0.3
O 3.390 0.638 -2.698 0.7 -1.0 -0.9
O 2.088 1.664 -1.399 -3.6 0.8 0.9
O 4.135 1.644 -0.929 1.2 -0.2 0.2
O 0.791 -2.398 -0.930 -0.3 -0.1 0.2
H 1.018 -2.911 -1.705 0.0 0.2 -0.4
H 1.327 -2.771 -0.229 0.2 0.1 0.3
O -2.914 -2.377 1.062 -0.1 0.0 -0.1
H -2.917 -2.427 2.018 0.1 0.1 0.3
H -3.062 -3.278 0.775 0.0 -0.2 -0.2
```
Forces are in eV/Å.